Molecular formula: C32H39FN4NiO6S2
Method: DFT, ωB97M-V with the def2-TZVPD basis set

Each line ends with the Löwdin charge.
Positions of all 85 atoms, in Å:
H -3.56 2.22 3.42  0.109
H 6.22 -2.31 1.84  0.107
C 3.73 -0.97 0.23  -0.685
H -4.74 -2.63 -1.34  0.118
C -2.80 -2.16 -2.19  -0.087
H 4.17 3.03 4.53  0.092
N -0.21 -4.57 0.73  0.156
C -4.30 3.55 0.40  -0.026
N -4.18 -0.65 -0.90  -0.125
C -4.23 -1.77 -1.81  -0.239
H -3.77 2.03 -4.81  0.093
H -4.73 0.28 2.38  0.110
O 1.65 -3.27 0.92  -0.011
H -3.32 4.85 3.27  0.075
H 4.81 -2.52 -1.46  0.048
C -1.24 1.41 -1.04  -0.065
H 7.31 -0.07 2.24  0.061
C 0.85 -2.95 -2.03  -0.208
H -1.93 4.29 2.35  0.069
H -2.04 0.93 -0.52  0.000
C 2.13 0.27 1.41  -0.415
C 2.11 1.34 2.43  -0.111
S -5.64 -0.14 -0.27  0.642
H -1.07 -4.53 0.14  0.048
H 0.02 1.75 2.19  0.114
C -2.97 4.59 2.27  -0.052
C -5.10 1.31 0.56  -0.289
C 3.26 2.76 4.01  -0.106
H 3.97 -4.03 0.36  0.056
H 1.56 -2.77 -2.84  0.023
H 2.29 -4.39 -1.29  0.091
O -2.38 -3.94 -0.67  -0.036
H 0.68 -5.11 -1.59  0.102
C -4.95 2.48 -0.17  -0.050
H -3.02 5.48 1.64  0.073
C -2.07 -2.77 -0.96  -0.666
F -1.94 3.23 -6.25  -0.054
H -4.16 4.46 -0.18  0.114
H 4.19 1.19 2.89  0.093
C 1.21 -4.22 -1.24  -0.175
H 7.49 -0.59 0.56  0.060
H 6.43 -2.58 -0.72  0.111
N 3.36 -0.22 1.23  0.086
C -2.83 2.17 -4.29  -0.081
H 0.59 2.65 -2.56  0.090
C 6.77 -0.28 1.32  -0.083
H 0.00 3.61 3.81  0.086
H -2.83 -2.92 -2.97  0.114
H -4.80 -1.45 -2.68  0.115
C -0.55 2.98 -4.33  -0.088
O -6.19 -1.10 0.66  -0.323
O -6.49 0.20 -1.38  -0.313
C 0.92 2.04 2.71  -0.004
C 2.09 3.45 4.28  -0.106
H -0.28 1.46 -0.55  -0.006
H 5.62 -4.24 0.94  0.055
C 5.35 -2.66 -0.53  -0.262
H 2.08 4.26 4.99  0.089
H -5.32 2.51 -1.18  0.111
H 0.25 3.46 -4.88  0.090
O 1.07 -0.10 0.85  -0.023
N 4.95 -1.59 0.35  -0.145
O -1.25 -2.04 -0.35  -0.039
S 2.96 -1.03 -1.31  0.811
H 6.26 0.62 0.98  0.071
H -3.46 1.23 -2.48  0.068
C -0.37 2.53 -3.04  -0.094
C -2.66 1.74 -3.00  -0.101
C -1.41 1.88 -2.32  -0.381
H -3.50 -0.80 -0.16  0.103
C -4.61 1.21 1.86  -0.060
C 0.92 3.08 3.61  -0.094
H 5.04 -1.07 2.34  0.102
C 5.72 -1.38 1.55  -0.229
C 3.28 1.72 3.10  -0.030
C 0.88 -3.94 0.22  -0.581
H -0.15 -3.05 -2.46  0.042
H 5.20 -4.82 -0.66  0.068
C -3.78 3.47 1.69  -0.262
C 5.02 -4.03 0.06  -0.074
Ni 0.82 -1.62 -0.52  0.276
C -3.96 2.29 2.42  -0.042
C -1.78 2.80 -4.95  -0.344
H -2.25 -1.28 -2.54  0.114
H -0.42 -4.26 1.67  0.104

## Properties
multiplicity = 1
molar mass = 717.5 g mol⁻¹
frontier orbital gap = 0.12472 hartree
E_LUMO = 4.16 eV
total charge = -2
ΔE to the lowest compared entry with this formula, charge and spin = 1.793 eV
F_max = 2.171 eV/Å
HOMO level = 0.8 eV
E = -117494.3721 eV

---

Molecular formula: C10H13O4P
Method: DFT, ωB97M-V with the def2-TZVPD basis set

Each line ends with the Löwdin charge.
Positions of all 28 atoms, in Å:
H -0.05 -1.50 1.24  0.077
H 0.73 -0.14 -0.64  0.082
O 3.46 -1.43 0.33  -0.443
C 1.27 1.57 0.49  -0.194
C -2.58 -1.95 0.12  -0.076
H -1.76 -2.49 -0.37  0.075
H -2.11 2.17 0.85  0.097
P 3.26 -0.10 -0.33  0.256
H -1.18 -1.13 2.54  0.070
C -0.02 2.19 0.73  -0.122
H 2.86 -1.29 -2.47  0.016
C -1.21 1.57 0.80  -0.080
O 4.19 1.01 0.04  -0.432
C 1.51 0.45 -0.18  -0.157
C 3.33 -0.34 -2.19  -0.207
C -1.41 0.13 0.81  -0.263
H 2.14 2.10 0.86  0.081
H -3.51 -2.16 -0.39  0.056
O -3.06 1.49 -1.12  -0.063
H 2.82 0.48 -2.70  0.018
H 4.38 -0.36 -2.49  0.014
C -0.55 -0.68 1.76  -0.068
O -4.39 -0.30 -1.13  -0.096
H 0.01 3.27 0.82  0.083
C -2.35 -0.47 0.07  -0.159
H -2.64 -2.32 1.15  0.063
H 0.21 -0.06 2.23  0.069
C -3.35 0.31 -0.82  -0.699

## Properties
multiplicity = 1
molar mass = 228.2 g mol⁻¹
frontier orbital gap = 0.28380 hartree
E_LUMO = 5.96 eV
total charge = -2
ΔE to the lowest compared entry with this formula, charge and spin = 0.000 eV
SMILES string = CC(/C=C\C=C\[P@](C)(=O)[O-])=C(\C)C(=O)[O-]
F_max = 1.080 eV/Å
HOMO level = -1.8 eV
E = -28061.4708 eV